1.
Here is a cluster of 2 separate species, C2H5ISi in total in a non-equilibrium geometry from the OMol25 dataset. Energies are from ωB97M-V/def2-TZVPD.

Results
Multiplicity: 3
Energy, Eh: -666.12137
E_LUMO (alpha / beta), eV: 0.60 / -4.19
E_HOMO (alpha / beta), eV: -4.357 / -10.614
Gap between HOMO and LUMO (alpha / beta), hartree: 0.1823 / 0.2361
Expectation value of S²: 2.0047

Each line ends with the Mulliken spin population.
Atoms and positions in Å:
I: 2.3961 0.8523 0.2333  1.30
Si: 0.2149 1.7446 0.9469  0.52
C: 0.4455 -2.1114 -1.8300  0.01
C: -0.1750 -2.7030 -0.9992  0.00
H: -0.6835 -3.1693 -0.2063  0.00
H: -0.7445 0.6800 0.7307  0.08
H: 0.3658 2.1388 2.3335  0.05
H: -0.0138 2.9105 0.1084  0.05
H: 0.9792 -1.6526 -2.6093  0.00

=====

2.
Here is an isolated molecule of C8H18N2O2 in a non-equilibrium geometry from the OMol25 dataset. Energies are from ωB97M-V/def2-TZVPD.

Results
Energy, Eh: -575.45200
E_LUMO, eV: 0.63
E_HOMO, eV: -9.193
Gap between HOMO and LUMO, hartree: 0.3610
SMILES string: CC(C)(CO)/N=[N+](\[O-])C(C)(C)C

Each line ends with the Mulliken charge.
Atoms and positions in Å:
O: 0.0918 3.9632 -0.5785  -0.53
O: 0.6996 -0.6265 1.4910  -0.67
N: 0.1371 0.4237 -0.3937  -0.92
N: 0.1671 -0.6416 0.3407  1.22
C: -1.2518 -1.6951 -1.3352  -1.33
C: 1.7194 2.0125 0.8315  -1.37
C: -0.3029 -1.9480 -0.1254  1.45
C: -0.8221 2.0605 1.0792  -1.35
C: 0.1625 2.6666 -1.0964  -0.93
C: 0.3324 1.7388 0.1185  1.58
C: -1.0344 -2.5093 1.0162  -1.53
C: 0.9120 -2.7446 -0.4382  -1.90
H: 2.1225 3.0390 0.5560  0.35
H: -0.7711 2.5434 -1.7494  0.27
H: -0.6385 -1.9624 -2.2778  0.32
H: -1.5488 -0.6297 -1.0870  0.30
H: -1.4386 -3.5512 0.8666  0.41
H: 1.5390 -2.9062 0.3779  0.45
H: 1.6387 2.1601 1.9643  0.19
H: -2.1645 -2.2883 -1.2310  0.38
H: 1.5229 -2.2495 -1.2162  0.41
H: 0.8518 4.5262 -0.9547  0.34
H: -1.4288 2.8314 0.6276  0.37
H: 0.6413 -3.7022 -0.7586  0.46
H: -0.4979 -2.4045 2.0340  0.29
H: 2.2936 1.1859 0.4881  0.38
H: -0.4382 2.4646 1.9606  0.29
H: 1.0084 2.5665 -1.7552  0.48
H: -1.4682 1.1009 1.1980  0.24
H: -2.0632 -1.9084 1.1261  0.34

=====

3.
Here is an isolated molecule of C26H28N6O3 in a non-equilibrium geometry from the OMol25 dataset. Energies are from ωB97M-V/def2-TZVPD.

Results
Energy, Eh: -1561.82348
E_LUMO, eV: -0.14
E_HOMO, eV: -8.024
Gap between HOMO and LUMO, hartree: 0.2897
SMILES string: Cc1cccc2cc(CN(Cc3ccc4c(c3)OCO4)Cc3nnnn3C3CCCC3)c(=O)[nH]c12

Each line ends with the Mulliken charge.
Atoms and positions in Å:
O: -0.9980 -1.1671 -2.5099  -0.75
O: 6.3397 0.4252 -0.5844  -0.50
O: 6.8910 -1.7924 -0.2907  -0.48
N: 1.2642 4.0709 -0.0377  -0.88
N: 0.7987 -0.2148 0.3431  0.68
N: 1.8734 2.9563 -0.4203  -0.32
N: -0.2321 2.5986 -0.1297  0.99
N: -3.0328 -1.3172 -1.5713  0.05
N: 0.0251 3.8806 0.1434  -0.62
C: 5.6277 -1.5692 0.1908  0.97
C: 1.8065 -0.1130 1.3942  -1.75
C: -2.6492 2.8819 -0.5460  -1.07
C: -3.8878 2.2811 0.1084  0.14
C: -5.8648 -1.1288 -2.0801  -1.74
C: -1.9139 1.7900 1.4814  -0.80
C: 3.5229 -1.9440 1.1843  -0.45
C: -6.1125 -1.4962 0.3910  -0.70
C: -3.9038 -1.4509 -0.5234  -0.70
C: -1.9466 -1.7368 0.8880  -0.06
C: 4.7569 -2.4499 0.7821  -1.11
C: 0.9464 2.0272 -0.4836  0.03
C: -1.1137 -1.5836 -0.1652  0.40
C: 7.3413 -0.5471 -0.7808  -0.25
C: 0.3854 -1.5723 -0.0004  -1.36
C: -3.4420 1.9559 1.5404  -0.69
C: -1.6584 -1.3464 -1.4983  0.03
C: 5.2935 -0.2254 0.0129  0.98
C: -5.2941 -1.3641 -0.7130  1.35
C: 4.0806 0.2783 0.4117  -1.31
C: -5.5924 -1.7130 1.6654  -0.82
C: 1.1147 0.5956 -0.8261  -0.69
C: -3.3671 -1.6690 0.7590  1.03
C: -1.5280 2.0038 0.0081  1.15
C: 3.1772 -0.6128 1.0054  0.61
C: -4.2342 -1.8001 1.8506  -0.84
H: -6.9495 -1.0910 -2.0328  0.40
H: -5.5827 -1.9308 -2.7627  0.39
H: -3.7047 2.7739 2.2098  0.38
H: -1.5852 0.8111 1.8261  0.00
H: -1.4221 2.5500 2.0890  0.60
H: -4.7387 2.9593 0.0858  0.51
H: 0.6555 -2.2435 0.8151  0.55
H: -5.5112 -0.1838 -2.4942  0.34
H: -4.1705 1.3629 -0.4093  -0.38
H: -6.2638 -1.8109 2.5044  0.40
H: 3.8400 1.3212 0.2785  0.54
H: -1.5397 -1.9132 1.8745  0.42
H: 8.2562 -0.2494 -0.2434  0.24
H: -3.4101 -1.1661 -2.4990  0.25
H: 2.1402 0.4392 -1.1894  0.62
H: 1.8723 0.9437 1.6677  0.59
H: -2.6904 2.8681 -1.6344  0.36
H: -3.8184 -1.9663 2.8329  0.45
H: -7.1827 -1.4295 0.2626  0.39
H: -3.9310 1.0537 1.9058  0.20
H: 0.4266 0.3289 -1.6322  0.58
H: -1.4983 1.0450 -0.5155  -0.68
H: 1.4307 -0.6655 2.2589  0.64
H: 7.5664 -0.6344 -1.8563  0.25
H: 0.8633 -1.9274 -0.9218  0.24
H: -2.4922 3.9077 -0.2113  0.42
H: 2.8258 -2.6162 1.6620  0.38
H: 5.0206 -3.4836 0.9290  0.43

=====

4.
Here is a cluster of 2 separate species, C5H8O2 in total from the OMol25 dataset. Energies are from ωB97M-V/def2-TZVPD.

Results
Energy, Eh: -345.70302
E_LUMO, eV: 0.68
E_HOMO, eV: -8.484
Gap between HOMO and LUMO, hartree: 0.3366
SMILES string: CC(O)=C=O.C=C

Each line ends with the Mulliken charge.
Atoms and positions in Å:
O: 0.7783 -1.7649 -1.0187  -0.41
O: -0.9828 0.8255 0.5018  -0.49
C: -1.0698 -0.2030 -0.4228  0.13
C: -2.4005 -0.4850 -1.0581  -1.09
C: 2.5067 0.1577 0.5924  -0.62
C: 1.7744 0.7594 1.5223  -0.39
C: -0.0442 -0.9925 -0.6989  0.67
H: 1.3907 0.2256 2.3879  0.23
H: 2.8674 0.6865 -0.2869  0.26
H: 2.7506 -0.8995 0.6533  0.28
H: -3.1711 -0.5081 -0.2804  0.29
H: -0.8664 1.6553 0.0191  0.32
H: -2.3982 -1.4526 -1.5696  0.33
H: -2.6717 0.2855 -1.7912  0.26
H: 1.5094 1.8112 1.4544  0.21

=====

5.
Here is a structure of composition C46H34F15GeMoN2PSSi2 in a non-equilibrium geometry from the OMol25 dataset. Energies are from ωB97M-V/def2-TZVPD.

Results
Multiplicity: 3
Energy, Eh: -6844.40423
E_LUMO (alpha / beta), eV: -0.58 / -1.49
E_HOMO (alpha / beta), eV: -7.323 / -8.137
Gap between HOMO and LUMO (alpha / beta), hartree: 0.2479 / 0.2444
Expectation value of S²: 2.0183

Each line ends with the Mulliken spin population.
Atoms and positions in Å:
Mo: -0.1066 0.4039 -0.2828  1.05
Ge: -0.1091 2.9859 -3.6788  0.49
S: 0.6239 2.3032 -1.1202  0.14
P: -2.2663 -1.0161 -2.2093  0.01
Si: 0.6285 -1.1158 1.6535  -0.06
Si: -0.9141 1.7831 1.7005  0.00
F: 1.4657 5.8863 -3.0181  0.00
F: -1.7529 7.7469 -0.1770  0.00
F: -2.5408 3.5375 -2.0939  0.02
F: 0.6387 7.8829 -1.4593  0.00
F: 1.0206 5.1824 -5.6656  -0.01
F: 3.4211 5.4609 -6.8044  0.00
F: -4.1459 4.9232 -6.7935  0.00
F: 0.1576 1.6723 -6.3791  0.01
F: -3.3412 5.5462 -0.4992  0.00
F: 4.9788 1.6540 -4.5106  0.00
F: -2.8036 4.8745 -4.5180  0.00
F: -1.2172 1.7474 -8.6632  0.00
F: 2.5894 1.3244 -3.4033  -0.02
F: 5.4238 3.7139 -6.2411  0.00
F: -3.3953 3.3746 -8.8931  0.00
N: 2.7306 0.3880 -0.2409  0.05
N: -1.4004 -0.7288 -0.8895  -0.01
C: 1.9661 4.2825 -5.3581  -0.06
C: -0.1470 6.8119 -1.6279  0.00
C: 3.9990 2.5261 -4.7865  0.00
C: -3.9906 0.6085 -3.7179  0.00
C: 2.7461 2.3911 -4.2141  -0.05
C: -0.4823 -2.6386 1.5752  0.01
C: -3.5020 0.2598 -2.4620  0.00
C: 0.5281 -0.9044 4.5140  0.00
C: -4.3695 -5.0629 -1.9254  0.00
C: 0.9195 -1.3670 -4.7311  0.00
C: 1.6977 3.2573 -4.4694  0.23
C: 0.0815 -0.3828 5.7167  0.00
C: 0.0968 3.3462 1.9369  0.02
C: 4.2267 3.5675 -5.6670  0.00
C: -1.2301 3.2834 -5.3392  0.18
C: 3.2025 4.4529 -5.9557  0.00
C: -4.0373 0.8450 -1.3154  0.03
C: -1.5912 2.5187 -7.6331  -0.01
C: -2.5123 -3.6273 -1.4231  0.00
C: -2.1653 5.6266 -1.1352  0.01
C: -1.7277 4.6131 -1.9612  -0.05
C: -2.7009 2.3334 1.5627  0.00
C: -5.0606 1.7703 -1.4268  0.00
C: 0.1245 -1.0277 -3.6459  0.05
C: 0.1781 -0.3133 3.2936  -0.01
C: -3.0696 4.1334 -6.6831  0.00
C: -1.0779 1.3442 4.5196  0.00
C: 2.3610 -1.8302 1.7843  0.00
C: 0.3507 -1.9406 -5.8566  0.00
C: -0.6221 0.8332 3.2977  0.00
C: -1.2434 -1.2703 -3.6762  -0.03
C: -3.1658 -2.5670 -2.0489  -0.01
C: -2.6941 3.3446 -7.7537  0.02
C: -4.4306 -2.7550 -2.5978  0.00
C: -0.8959 2.5056 -6.4383  -0.02
C: -5.5597 2.1054 -2.6766  0.00
C: -5.0271 -4.0074 -2.5386  0.00
C: -0.5259 4.6456 -2.6512  0.03
C: -3.1159 -4.8717 -1.3593  0.00
C: -1.0182 -2.1696 -5.9041  0.00
C: -5.0301 1.5232 -3.8187  0.00
C: -1.3598 6.7435 -0.9694  0.00
C: -1.8103 -1.8487 -4.8154  0.00
C: -2.3502 4.0826 -5.4993  0.00
C: 0.2523 5.7648 -2.4476  0.00
C: -0.7345 0.7433 5.7191  0.00
H: -6.3579 2.8300 -2.7633  0.00
H: 2.7016 -2.2200 0.8237  0.00
H: 0.3622 -0.8519 6.6511  0.00
H: -2.6112 -5.6908 -0.8653  0.00
H: 1.1676 3.1554 1.8589  0.00
H: 1.1503 -1.7932 4.5270  0.00
H: -0.1637 4.0953 1.1858  0.00
H: 0.5908 -0.5796 -2.7702  -0.01
H: -1.4675 -2.6093 -6.7843  0.00
H: -3.5683 0.1724 -4.6139  -0.01
H: -4.8384 -6.0367 -1.8809  0.00
H: -5.4215 1.7882 -4.7887  0.00
H: 2.3384 -2.6669 2.4865  0.00
H: -3.4031 1.5412 1.8289  0.00
H: 2.8943 0.9042 -1.0992  -0.02
H: -0.1065 3.7508 2.9321  0.00
H: -1.0915 1.1536 6.6551  0.00
H: -2.8698 -2.0691 -4.8497  0.00
H: 0.9722 -2.2070 -6.7010  0.00
H: -1.7030 2.2310 4.5372  0.00
H: -5.4622 2.2348 -0.5359  0.00
H: -1.5390 -3.4684 -0.9773  0.01
H: -0.3856 -3.1974 2.5101  0.00
H: -4.9602 -1.9284 -3.0548  0.00
H: 3.0920 -1.1064 2.1466  0.00
H: -2.8664 3.1782 2.2357  0.00
H: 2.9881 0.9949 0.5308  0.00
H: -1.5282 -2.3667 1.4360  0.00
H: 3.3462 -0.4162 -0.2184  0.00
H: -0.1865 -3.2943 0.7525  0.01
H: -3.6422 0.5824 -0.3416  -0.01
H: 1.9827 -1.1739 -4.6936  0.00
H: -2.9224 2.6703 0.5478  0.00
H: -6.0109 -4.1532 -2.9635  0.00

=====

6.
Here is an isolated molecule of C10H17N5O2S in a non-equilibrium geometry from the OMol25 dataset. Energies are from ωB97M-V/def2-TZVPD.

Results
Energy, Eh: -1213.66177
E_LUMO, eV: 0.66
E_HOMO, eV: -9.175
Gap between HOMO and LUMO, hartree: 0.3616
SMILES string: CC(C)n1nnnc1SCC(=O)N1CCOCC1

Each line ends with the Mulliken charge.
Atoms and positions in Å:
S: 0.5403 1.3227 0.5239  -0.14
O: -2.2232 -1.8768 1.0692  -0.44
O: -2.8486 2.2656 0.4494  -0.68
N: -2.5173 0.2277 -0.4322  0.13
N: 2.1515 -0.7239 -2.2482  -0.84
N: 2.5983 -0.3426 -0.2252  0.73
N: 2.9815 -0.9866 -1.3331  -0.34
N: 1.1950 0.0853 -1.8192  -0.14
C: -3.7663 -0.2544 0.1336  -0.82
C: 1.4656 0.3325 -0.5483  0.67
C: 3.8508 0.9270 1.4362  -1.23
C: -2.1296 1.4883 -0.1486  0.88
C: 2.4720 -1.0917 2.0894  -1.21
C: -0.7517 1.9365 -0.6143  -0.99
C: -3.5584 -1.6847 0.6685  -0.40
C: -1.7638 -0.8165 -1.0822  -1.13
C: -1.3306 -1.8500 -0.0230  0.26
C: 3.3373 -0.4451 1.0117  -0.09
H: -3.8350 -2.4294 -0.0924  0.28
H: 4.4866 0.8215 2.3102  0.42
H: -0.7214 3.0241 -0.5442  0.43
H: -0.4847 1.6097 -1.6159  0.55
H: 4.4321 1.3810 0.6368  0.36
H: -0.8935 -0.4347 -1.6133  0.48
H: -4.0411 0.4331 0.9360  0.45
H: 3.0630 -1.2384 2.9886  0.43
H: -4.5544 -0.2397 -0.6281  0.29
H: 2.1039 -2.0598 1.7561  0.34
H: -2.4241 -1.2903 -1.8174  0.34
H: 3.0207 1.5834 1.6866  0.31
H: -4.1673 -1.8517 1.5576  0.35
H: 4.1813 -1.1002 0.7691  0.33
H: -0.3586 -1.5947 0.4056  -0.22
H: -1.2603 -2.8454 -0.4875  0.32
H: 1.6242 -0.4549 2.3322  0.30

=====

7.
Here is a cluster of 13 separate species, C20H58NO14 in total in a non-equilibrium geometry from the OMol25 dataset. Energies are from ωB97M-V/def2-TZVPD.

Results
Charge: +1
Energy, Eh: -1904.14552
E_LUMO, eV: -4.48
E_HOMO, eV: -11.175
Gap between HOMO and LUMO, hartree: 0.2460

Each line ends with the Mulliken charge.
Atoms and positions in Å:
O: -3.1124 2.3178 0.6259  -0.46
O: 4.8260 -0.7866 -2.7411  -0.50
O: -1.1622 -1.0086 1.5952  -0.36
O: 5.5669 -10.7394 1.9639  -0.49
O: 3.4789 -0.1317 5.2299  -0.44
O: -0.7061 -1.8664 -0.6037  -0.56
O: 0.8171 2.6359 -5.3728  -0.53
O: 2.3658 4.0819 -1.8089  -0.50
O: -6.4502 7.5929 -1.9767  -0.54
O: 5.5669 -7.1218 3.7110  -0.50
O: -4.3332 5.7293 -0.1642  -0.45
O: -9.6950 6.6445 -3.0637  -0.49
O: 3.5984 -3.1897 2.7397  -0.38
O: -6.8042 0.0550 -1.8820  -0.49
N: 3.9529 0.5448 0.8260  -0.05
C: -10.4211 5.4813 -3.4159  -0.58
C: 6.2333 -11.1271 0.7766  -0.54
C: 1.7431 0.2158 2.4704  -0.27
C: 6.2333 -7.5095 2.5237  -0.44
C: -3.6177 6.6547 0.6331  -0.66
C: 4.0999 -1.9497 -3.0934  -0.51
C: -6.2146 -1.1899 -1.5553  -0.51
C: -0.3683 -1.8797 0.7148  0.63
C: 0.7850 0.5060 1.1374  0.54
C: -7.0819 6.6032 -1.1858  -0.24
C: 0.8395 -2.8936 1.1704  -0.64
C: 3.0323 3.6943 -2.9963  -0.35
C: 0.1854 1.6461 -4.5819  -0.49
C: -0.8476 0.4354 1.3378  -0.21
C: 1.4566 0.8104 -0.3293  -0.33
C: 3.7093 -4.5992 2.8129  -0.59
C: 3.0973 0.8100 -0.4257  -0.47
C: -4.1721 1.7360 -0.1107  -0.52
C: 3.3783 0.2575 2.2031  -0.33
C: 3.4352 0.5069 6.4926  -0.64
H: -0.1797 2.0967 -3.6557  0.25
H: 2.5495 2.8069 -3.4131  0.08
H: 3.2818 -1.6800 -3.7659  0.24
H: -7.4470 7.0537 -0.2596  0.24
H: -6.3560 5.8225 -0.9471  0.15
H: -6.4169 -1.4263 -0.5077  0.26
H: 4.6707 -4.9120 2.3981  0.14
H: 5.7506 -8.3968 2.1068  0.14
H: 3.4457 -1.0898 5.3928  0.25
H: 3.4710 1.5887 6.3450  0.25
H: 5.1778 -0.4087 -3.5651  0.30
H: 5.6349 -7.8660 4.3330  0.30
H: -5.0929 1.7812 0.4761  0.32
H: -0.6466 1.2090 -5.1396  0.37
H: -9.3432 7.0223 -3.8876  0.29
H: 3.6289 -4.9182 3.8550  0.31
H: -3.3576 3.2429 0.7974  0.24
H: 4.3284 -2.8179 3.2633  0.23
H: 1.2923 -0.0200 3.5252  0.37
H: -4.3093 6.0607 -1.0780  0.29
H: 6.1754 -10.3101 0.0537  0.22
H: -5.1351 -1.1232 -1.7094  0.15
H: 3.6896 -2.4005 -2.1868  0.18
H: 6.1754 -6.6924 1.8008  0.25
H: 4.7677 -2.6631 -3.5825  0.30
H: -6.6253 -1.9695 -2.2017  0.31
H: 2.9008 -5.0498 2.2328  0.29
H: -3.6254 6.3108 1.6700  0.23
H: 3.5887 0.9982 -1.4972  0.38
H: 7.2818 -11.3402 0.9990  0.26
H: -4.0963 7.6353 0.5732  0.30
H: 5.6349 -11.4837 2.5859  0.29
H: -1.1068 1.1273 2.2498  0.31
H: -1.3939 0.8566 0.3839  0.08
H: 0.7156 0.9994 -1.2345  0.28
H: 4.0807 3.4811 -2.7738  0.28
H: 1.8871 -2.3355 1.2982  0.09
H: 2.5068 0.2417 7.0043  0.28
H: -9.7533 4.7679 -3.9051  0.27
H: 7.2818 -7.7226 2.7461  0.26
H: -7.7612 -0.0347 -1.7356  0.30
H: 4.2952 0.1942 7.0901  0.27
H: -4.3010 2.2746 -1.0528  0.32
H: -7.1183 8.2717 -2.1727  0.29
H: 0.9113 0.8654 -4.3432  0.10
H: 0.6549 -3.4531 2.1884  0.31
H: -11.2391 5.7510 -4.0885  0.28
H: -3.9276 0.6922 -0.3209  0.14
H: -7.9139 6.1660 -1.7435  0.13
H: 2.9744 4.5113 -3.7191  0.25
H: 4.9866 0.5513 0.6838  0.32
H: 2.4338 3.3377 -1.1869  0.26
H: 0.9958 -3.6484 0.2592  0.33
H: -2.5853 6.7192 0.2806  0.28
H: 5.7506 -12.0145 0.3598  0.28
H: 0.1490 3.3146 -5.5687  0.31
H: -10.8314 5.0305 -2.5094  0.22
H: 4.0783 0.0279 3.1424  0.45

=====

8.
Here is a cluster of 2 separate species, C4H11N2O in total in a non-equilibrium geometry from the OMol25 dataset. Energies are from ωB97M-V/def2-TZVPD.

Results
Charge: +1
Energy, Eh: -343.46044
E_LUMO, eV: -4.16
E_HOMO, eV: -13.510
Gap between HOMO and LUMO, hartree: 0.3435

Each line ends with the Mulliken charge.
Atoms and positions in Å:
O: -1.8081 -1.3710 -1.3783  -0.32
N: 0.6682 -0.1438 -0.2859  -0.56
N: 0.0967 1.1554 1.5735  -0.33
C: -1.7269 -1.9184 0.7936  -1.09
C: 0.8796 0.9412 0.4719  0.66
C: -1.0561 -1.7759 -0.4819  0.39
C: 2.0500 1.8131 0.1303  -1.27
H: 3.0174 1.2891 0.3200  0.32
H: -1.0414 -1.8394 1.6674  0.29
H: -2.5063 -1.1223 0.9002  0.33
H: 2.0715 2.7989 0.5324  0.40
H: -0.0591 -2.0831 -0.5378  0.48
H: 1.3717 -0.1495 -0.9326  0.14
H: -2.2677 -2.8803 0.8326  0.36
H: -0.3642 0.4292 2.0230  0.15
H: -1.3529 -1.4529 -2.2565  0.44
H: 0.2815 1.9393 2.1501  0.21
H: 1.9791 1.8149 -0.8742  0.40

=====

> What is the energy in the eighth record?

-343.46044 Eh

=====

> Look up the energy of the fifth one.

-6844.40423 Eh

=====

> Which value of energy does entry 1 give?

-666.12137 Eh

=====

> What is the energy in the first record?

-666.12137 Eh